96
Properties=species:S:1:pos:R:3 method="wB97M-V/def2-TZVPD" energy_ha=-2585.88552 charge=0 homo_ev=-9.089 smiles=Fc1ccccc1.Fc1ccccc1.Fc1ccccc1.Fc1ccccc1.Fc1ccccc1.Fc1ccccc1.Fc1ccccc1.CC#N.CC#N gap_ev=9.0
F -25.9149 -24.1186 -25.2766
C -25.9082 -24.1467 -26.5917
C -26.7233 -23.2371 -27.2822
C -26.8874 -23.4183 -28.6642
C -26.0480 -24.2893 -29.3724
C -25.1427 -25.1178 -28.7398
C -25.0727 -25.0130 -27.3428
H -27.3830 -22.4983 -26.8517
H -27.4731 -22.7932 -29.3219
H -26.2572 -24.5007 -30.4106
H -24.5957 -25.8533 -29.3109
H -24.4003 -25.6113 -26.7458
F -24.8039 -19.5551 -10.2966
C -24.8334 -20.4347 -11.3015
C -25.9276 -21.2476 -11.5414
C -25.8665 -22.1406 -12.6779
C -24.7514 -22.1000 -13.5157
C -23.7168 -21.2565 -13.1753
C -23.7089 -20.4447 -12.0857
H -26.7438 -21.3687 -10.8446
H -26.6865 -22.7996 -12.9222
H -24.7140 -22.8138 -14.3253
H -22.7999 -21.2873 -13.7451
H -22.8757 -19.7905 -11.8758
F -35.2053 -23.2320 -28.4556
C -35.6530 -22.7583 -27.2804
C -34.7624 -22.7977 -26.1779
C -35.2654 -22.3195 -24.9704
C -36.4313 -21.6049 -24.9608
C -37.3243 -21.4753 -26.0107
C -36.9256 -22.1535 -27.2034
H -33.7568 -23.1745 -26.2925
H -34.6150 -22.3156 -24.1082
H -36.6748 -21.0191 -24.0868
H -38.2369 -20.9030 -25.9330
H -37.5274 -22.0622 -28.0955
F -36.0764 -21.8738 -17.5706
C -35.1739 -21.8896 -16.5634
C -33.8798 -21.4246 -16.7708
C -33.0209 -21.3995 -15.7140
C -33.4090 -21.8963 -14.5111
C -34.6922 -22.3632 -14.2980
C -35.6151 -22.3332 -15.3456
H -33.6302 -20.9449 -17.7057
H -32.0574 -20.9879 -15.9760
H -32.6402 -22.0885 -13.7773
H -35.0584 -22.9175 -13.4465
H -36.5576 -22.8480 -15.2315
F -26.0782 -15.9323 -23.7235
C -25.8584 -14.5984 -23.6069
C -24.7786 -14.1711 -22.8638
C -24.5211 -12.8228 -22.7471
C -25.3722 -11.8692 -23.3118
C -26.4712 -12.3481 -24.0481
C -26.7702 -13.6895 -24.1481
H -24.1162 -14.8926 -22.4088
H -23.7081 -12.4570 -22.1375
H -25.1943 -10.8057 -23.2498
H -27.0974 -11.6124 -24.5309
H -27.5520 -14.0522 -24.7990
F -20.0751 -18.4296 -19.0570
C -19.3045 -17.4840 -18.5310
C -18.1296 -17.0974 -19.1979
C -17.2108 -16.2142 -18.6556
C -17.4553 -15.7607 -17.4034
C -18.6335 -16.0738 -16.7382
C -19.5185 -16.9549 -17.2976
H -17.8750 -17.4001 -20.2028
H -16.2918 -15.9393 -19.1518
H -16.6712 -15.0944 -17.0753
H -18.7738 -15.5701 -15.7932
H -20.4745 -17.0164 -16.7990
F -18.0309 -20.1839 -28.2441
C -18.7481 -20.5498 -27.0713
C -18.9483 -21.9029 -26.8605
C -19.6995 -22.3365 -25.7531
C -20.1622 -21.3470 -24.8517
C -19.9053 -20.0140 -25.0967
C -19.2483 -19.5889 -26.2340
H -18.5306 -22.6771 -27.4870
H -19.9466 -23.3503 -25.4745
H -20.6548 -21.6968 -23.9564
H -20.2086 -19.3621 -24.2908
H -18.9361 -18.6114 -26.5708
C -26.0499 -21.3289 -19.9050
C -27.4174 -21.2406 -20.5764
N -28.4837 -21.1388 -21.0685
H -25.4392 -22.0672 -20.4246
H -26.0806 -21.4937 -18.8280
H -25.6545 -20.3165 -19.9873
C -24.9280 -26.9831 -20.3658
C -24.5145 -27.9136 -21.4044
N -24.1742 -28.7114 -22.1905
H -25.8738 -26.5288 -20.6607
H -24.1615 -26.2724 -20.0567
H -25.1757 -27.6624 -19.5500

95
Properties=species:S:1:pos:R:3 method="wB97M-V/def2-TZVPD" energy_ha=-6194.62185 charge=-1 homo_ev=-4.223 gap_ev=6.8
Cu -5.4509 -20.4691 -0.2192
C -10.8954 -25.7855 -3.8973
C -11.6052 -24.6146 -3.2431
C -12.1565 -23.7014 -4.3442
C -12.8128 -25.1625 -2.5116
C -10.6528 -23.8543 -2.3290
C -10.9246 -23.6839 -0.9677
C -10.0930 -22.9306 -0.1391
C -8.9806 -22.3536 -0.7147
O -8.0385 -21.5539 -0.1526
B -7.0399 -21.2614 -1.1280
O -7.5019 -21.8889 -2.3389
C -8.6607 -22.5388 -2.0283
C -9.5025 -23.2641 -2.8595
H -11.6042 -26.3490 -4.5279
H -10.4807 -26.4774 -3.1366
H -10.0510 -25.4768 -4.5244
H -12.8552 -24.2688 -4.9662
H -11.3575 -23.2787 -4.9784
H -12.7117 -22.8618 -3.9065
H -13.4813 -25.6728 -3.2240
H -13.3889 -24.3465 -2.0535
H -12.5652 -25.8724 -1.7409
H -11.7917 -24.1584 -0.5203
H -10.3377 -22.7876 0.9056
H -9.2226 -23.3610 -3.9016
O -5.1297 -21.2230 1.5980
Si -5.8762 -22.2356 2.5491
C -6.5072 -23.7530 1.6183
C -5.8252 -24.1931 0.4606
C -6.2612 -25.3025 -0.2894
C -7.3472 -26.0401 0.1677
C -8.0407 -25.6592 1.3136
C -7.6064 -24.5249 2.0177
C -7.3348 -21.5527 3.5786
C -8.5385 -21.1222 2.9953
C -9.6411 -20.7506 3.7672
C -9.5179 -20.7240 5.1468
C -8.3173 -21.0664 5.7537
C -7.2510 -21.5025 4.9889
C -4.6488 -22.9150 3.7871
C -4.9640 -23.9538 4.6933
C -4.0422 -24.4250 5.6151
C -2.7529 -23.9121 5.6121
C -2.4004 -22.9248 4.7204
C -3.3323 -22.4346 3.8122
H -4.9657 -23.6226 0.0966
H -5.8129 -25.5501 -1.2315
H -7.7027 -26.9015 -0.3991
H -8.9041 -26.2241 1.6313
H -8.1810 -24.2364 2.8927
H -8.6139 -21.1305 1.9159
H -10.5639 -20.5068 3.2647
H -10.3689 -20.4503 5.7730
H -8.2296 -21.0009 6.8373
H -6.3588 -21.8171 5.5012
H -5.9588 -24.3879 4.6482
H -4.3253 -25.2029 6.2977
H -2.0410 -24.2836 6.3152
H -1.3814 -22.5416 4.7504
H -3.0313 -21.6811 3.1032
C -3.0725 -14.4191 -0.5192
C -1.9110 -15.1148 -0.1946
C -1.9958 -16.4638 0.0904
C -3.2231 -17.1325 0.0087
C -4.3588 -16.4396 -0.3470
C -4.2920 -15.0783 -0.6105
As -3.4462 -19.0415 0.4032
C -2.9109 -18.9506 2.2769
C -1.5942 -18.7012 2.6555
C -1.2560 -18.5705 4.0067
C -2.2358 -18.6069 4.9858
C -3.5442 -18.8721 4.6242
C -3.8683 -19.0760 3.2810
C -1.7663 -19.5925 -0.4217
C -1.4970 -19.1428 -1.7095
C -0.3768 -19.5241 -2.4200
C 0.4963 -20.4185 -1.8293
C 0.2251 -20.9590 -0.5766
C -0.8867 -20.5108 0.1333
H -3.0267 -13.3718 -0.7394
H -0.9813 -14.5845 -0.1164
H -1.0843 -17.0052 0.3439
H -5.2867 -16.9770 -0.4759
H -5.1957 -14.5255 -0.8594
H -0.8145 -18.6388 1.9102
H -0.2323 -18.4154 4.2910
H -1.9398 -18.4877 6.0121
H -4.3166 -18.9874 5.3900
H -4.8871 -19.3725 3.0163
H -2.1868 -18.4487 -2.2017
H -0.1752 -19.1128 -3.3903
H 1.3840 -20.7240 -2.3659
H 0.8899 -21.6951 -0.1634
H -1.0687 -20.9597 1.1103

101
Properties=species:S:1:pos:R:3 method="wB97M-V/def2-TZVPD" energy_ha=-5188.30456 charge=0 homo_ev=-6.361 gap_ev=5.7
Pb -0.1584 0.1086 -0.0793
Br -0.7154 -6.7564 3.1151
C -0.9363 -5.2537 1.9601
C -2.2095 -4.6896 1.7987
C -2.3649 -3.6026 0.9846
C -1.2624 -2.9547 0.3378
O -1.4765 -1.9237 -0.3790
C 0.0324 -3.5680 0.5196
C 1.2547 -3.1062 -0.0794
N 1.5530 -1.8985 -0.4078
C 2.8021 -1.5673 -0.9300
C 3.9461 -2.3214 -0.7387
C 5.1836 -1.9525 -1.2869
C 5.3135 -0.8066 -2.0193
C 4.1899 0.0244 -2.2171
C 4.2616 1.2247 -2.9592
C 3.1401 1.9840 -3.1398
C 1.9427 1.5647 -2.5356
N 1.8453 0.4669 -1.8262
C 2.9303 -0.3346 -1.6637
C 0.1417 -4.7365 1.3011
H -3.0601 -5.1244 2.3075
H -3.3403 -3.1562 0.8356
H 1.9835 -3.9089 -0.2520
H 3.8956 -3.2250 -0.1456
H 6.0421 -2.5915 -1.1230
H 6.2655 -0.5220 -2.4497
H 5.2137 1.5310 -3.3754
H 3.1608 2.8931 -3.7250
H 1.0350 2.1554 -2.6276
H 1.1150 -5.1990 1.4214
C -7.4476 2.0076 -1.0983
C -6.0458 1.8128 -0.5826
C -5.6595 2.2479 0.6809
C -4.3664 2.0812 1.1194
C -3.3614 1.4220 0.3717
N -2.0900 1.2858 0.8727
C -1.8957 1.2789 2.2396
C -2.7463 0.5748 3.1192
C -2.5056 0.4712 4.4714
C -1.3950 1.0747 5.0602
C -1.0984 0.9549 6.5310
C -0.5443 1.7715 4.2231
C -0.7758 1.8870 2.8532
N 0.1991 2.6503 2.1336
C 0.6786 3.8511 2.5204
C 1.7073 4.1853 1.6664
C 1.7837 3.1106 0.7735
N 0.8754 2.1861 1.0681
C -3.7605 1.0112 -0.9271
C -5.0661 1.2379 -1.3686
N -2.9185 0.3404 -1.8715
C -3.3563 -0.5636 -2.7738
C -2.3117 -0.8583 -3.6186
C -1.2507 -0.0918 -3.1381
N -1.6211 0.6252 -2.0767
H -8.1520 2.1073 -0.2729
H -7.7630 1.1655 -1.7150
H -7.5173 2.9119 -1.7083
H -6.3809 2.7462 1.3195
H -4.0929 2.4731 2.0892
H -3.6015 0.0679 2.6902
H -3.1836 -0.1089 5.0886
H -1.9286 0.4877 7.0596
H -0.9146 1.9359 6.9714
H -0.2022 0.3511 6.6966
H 0.3527 2.2242 4.6333
H 0.2637 4.3842 3.3582
H 2.3004 5.0829 1.6838
H 2.4473 2.9684 -0.0646
H -5.3219 0.9708 -2.3868
H -4.3542 -0.9615 -2.7527
H -2.3165 -1.5488 -4.4435
H -0.2383 -0.0392 -3.5000
C 4.9978 0.5684 1.7220
C 4.8599 -0.5970 2.7011
N 4.6654 -0.1553 4.0722
C 5.8169 0.4151 4.7681
C 5.7322 1.9301 4.9259
C 3.5188 -0.2819 4.7868
O 3.4455 0.0776 5.9560
C 2.2954 -0.8685 4.1434
C 1.5612 -1.7952 4.8814
C 0.3374 -2.2190 4.4022
C -0.1222 -1.7001 3.1993
N 0.5834 -0.8386 2.4725
C 1.7618 -0.4357 2.9408
H 4.9975 0.1952 0.6981
H 5.9287 1.1122 1.8896
H 4.1675 1.2680 1.8371
H 5.7645 -1.2117 2.6632
H 4.0241 -1.2284 2.4098
H 6.7110 0.1397 4.2076
H 5.8687 -0.0401 5.7578
H 5.6494 2.4240 3.9572
H 6.6270 2.2974 5.4304
H 4.8638 2.1889 5.5286
H 1.9482 -2.1430 5.8305
H -0.2628 -2.9287 4.9555
H -1.0919 -1.9802 2.8121
H 2.2758 0.2982 2.3264

103
Properties=species:S:1:pos:R:3 method="wB97M-V/def2-TZVPD" energy_ha=-4221.73346 charge=+2 homo_ev=-12.756 gap_ev=5.6
Ta -0.3159 1.0255 -0.1416
C -2.1280 5.0178 -0.0873
C -2.0889 3.5313 -0.3231
N -0.9195 2.9132 -0.5884
N 0.1956 3.6992 -0.9971
C 0.9572 3.1533 -1.9031
S 0.8163 1.3648 -2.3568
S 2.3020 3.9697 -2.7351
C 1.9361 3.4451 -4.4997
C 0.4664 3.5013 -4.8098
C -0.1875 2.3567 -5.2637
C -1.6254 2.3064 -5.3791
C -2.3609 3.3639 -4.8344
C -1.7047 4.5021 -4.3212
C -0.3159 4.5904 -4.3524
C -3.2410 2.7489 0.1167
C -4.4411 3.3192 0.5916
C -5.5885 2.5715 0.7428
C -5.5287 1.1732 0.6456
C -4.3374 0.5345 0.6428
C -3.2200 1.3286 0.2897
O -2.1668 0.6184 -0.3333
H -3.1769 5.3401 -0.1974
H -1.6725 5.4957 -0.9520
H -1.6359 5.3781 0.8598
H 2.3255 2.4185 -4.6750
H 2.3990 4.2081 -5.1205
H 0.4830 1.5490 -5.5450
H -2.0764 1.4951 -5.9557
H -3.4638 3.3506 -4.8861
H -2.2731 5.2220 -3.7818
H 0.1309 5.5224 -4.0189
H -4.4332 4.3492 1.0010
H -6.5117 3.0777 1.0194
H -6.4216 0.5824 0.5185
H -4.1361 -0.5364 0.6947
C 3.8547 -4.6290 -2.1630
C 3.2521 -3.7720 -3.1177
C 2.4965 -2.6771 -2.7284
C 2.0741 -2.5725 -1.3825
C 2.7576 -3.2971 -0.4578
C 3.6316 -4.3754 -0.8325
Sb 0.0665 -1.6687 -0.9756
C -1.1773 -2.1393 -2.8241
C -2.4247 -1.5851 -2.6970
C -3.3848 -1.8018 -3.6469
C -3.1086 -2.5298 -4.8248
C -1.8660 -3.1561 -4.9222
C -0.8941 -2.9098 -3.9494
C -0.7655 -3.3592 0.0595
C -0.9462 -4.6439 -0.5162
C -0.8583 -5.8049 0.2570
C -0.4799 -5.7422 1.5685
C -0.4537 -4.4873 2.1816
C -0.7044 -3.3554 1.4320
H 4.4409 -5.4606 -2.4527
H 3.4702 -3.9881 -4.1901
H 2.1216 -1.9900 -3.5023
H 2.5704 -3.1216 0.5808
H 4.1375 -4.9265 -0.0875
H -2.6542 -0.9609 -1.8453
H -4.4190 -1.4438 -3.5134
H -3.8971 -2.7209 -5.5157
H -1.5452 -3.7134 -5.7766
H 0.0712 -3.3832 -4.0249
H -1.2268 -4.5780 -1.5256
H -0.8614 -6.7292 -0.3002
H -0.3117 -6.6520 2.0966
H -0.3059 -4.3927 3.2422
H -0.9887 -2.4509 2.0476
N 0.6258 -0.3320 8.0261
C 0.5274 0.1952 6.7525
C 0.8089 -0.4979 5.5463
C 0.3969 0.0290 4.2900
C -0.2132 1.2665 4.3003
C -0.5598 1.9649 5.4506
C -0.1854 1.4611 6.6657
S -0.6389 2.1345 2.8594
O -1.6714 3.0702 3.1294
O -0.9679 1.0855 1.8406
N 0.7218 2.8418 2.3927
C 1.6351 2.2025 1.7668
S 3.3843 2.6029 2.0209
C 3.8192 0.7731 1.5747
C 2.6386 0.3391 0.7289
N 1.4664 1.1506 0.9182
H 0.9056 -1.2883 8.1503
H 0.1307 0.1793 8.7216
H 1.3015 -1.4320 5.5565
H 0.5395 -0.5549 3.3680
H -1.2790 2.8291 5.4014
H -0.5175 2.0367 7.5148
H 4.8227 0.7777 1.1259
H 2.7466 -0.0633 -0.3014
C 5.6728 -1.2719 3.0724
C 4.2287 -1.1435 3.4354
C 3.4645 -0.5076 2.3360
N 2.4425 -0.9064 1.6255
H 6.2947 -1.4258 3.9547
H 6.0149 -0.3345 2.5824
H 5.9208 -2.1144 2.4000
H 4.1004 -0.4713 4.3676
H 3.7109 -2.0649 3.6680

101
Properties=species:S:1:pos:R:3 method="wB97M-V/def2-TZVPD" energy_ha=-3315.43199 charge=-2 homo_ev=-2.340 gap_ev=5.9
Al -0.0713 0.9365 -1.1952
O -1.0160 -1.3900 -0.1026
C -1.6780 -2.0058 -1.2018
C -1.1892 -1.3930 -2.5375
O -1.5354 -1.8972 -3.5894
O -0.4612 -0.3429 -2.4132
C -1.3814 -3.5121 -1.2264
C -0.0533 -3.9314 -1.2887
C 0.2671 -5.2797 -1.2596
C -0.7409 -6.2363 -1.1866
C -2.0658 -5.8276 -1.1597
C -2.3832 -4.4726 -1.1805
C -3.1576 -1.6971 -0.9977
C -3.6706 -1.7896 0.2969
C -4.9991 -1.4928 0.5561
C -5.8396 -1.0924 -0.4786
C -5.3367 -1.0030 -1.7669
C -4.0031 -1.3051 -2.0292
H -0.0545 -1.5952 -0.1313
H 0.7426 -3.1947 -1.3666
H 1.3086 -5.5779 -1.2913
H -0.4924 -7.2909 -1.1539
H -2.8609 -6.5636 -1.1179
H -3.4216 -4.1670 -1.1611
H -3.0066 -2.0773 1.1017
H -5.3788 -1.5657 1.5687
H -6.8735 -0.8387 -0.2752
H -5.9762 -0.6846 -2.5824
H -3.6193 -1.2260 -3.0383
N 4.6418 5.5304 -4.6366
C 3.9378 4.7874 -4.1085
C 3.0500 3.8579 -3.4459
C 2.6439 2.6918 -4.0929
C 1.7763 1.8176 -3.4582
C 1.2754 2.0579 -2.1766
C 1.7088 3.2417 -1.5516
C 2.5822 4.1293 -2.1606
H 3.0148 2.4820 -5.0890
H 1.4814 0.9075 -3.9724
H 1.3480 3.4807 -0.5539
H 2.9059 5.0321 -1.6565
O 7.2835 -5.6169 -0.9689
C 6.0894 -5.7222 -0.3097
O 5.9042 -6.7026 0.3668
C 5.1430 -4.6003 -0.4827
C 4.0421 -4.5123 0.3730
C 3.1555 -3.4578 0.2968
C 3.3133 -2.4121 -0.6474
S 2.2661 -1.0445 -0.6996
C 4.3979 -2.5519 -1.5468
C 5.2835 -3.6049 -1.4571
H 7.3226 -4.7510 -1.3929
H 3.9120 -5.2930 1.1133
H 2.3141 -3.4003 0.9769
H 4.5128 -1.8033 -2.3207
H 6.0745 -3.6595 -2.2022
C -3.5987 2.0454 -0.1935
Si -2.1801 2.2922 -1.4309
C -1.9177 4.1770 -1.4022
C -3.0080 2.0029 -3.1319
C -4.3782 1.7780 -3.3000
C -4.9283 1.5010 -4.5489
C -4.1106 1.4325 -5.6691
C -2.7423 1.6362 -5.5283
C -2.2048 1.9111 -4.2781
H -4.3900 2.7922 -0.3276
H -3.2103 2.1428 0.8265
H -4.0429 1.0460 -0.2763
H -2.8633 4.7161 -1.5263
H -1.2269 4.4961 -2.1896
H -1.4740 4.4693 -0.4424
H -5.0332 1.8127 -2.4343
H -5.9966 1.3372 -4.6466
H -4.5341 1.2150 -6.6430
H -2.0924 1.5623 -6.3926
H -1.1298 2.0353 -4.1815
C 1.4132 3.0861 7.6459
C 1.7939 1.9700 6.6735
C 3.3227 1.9639 6.5283
C 1.3425 0.6353 7.2845
C 1.1555 2.1546 5.2939
C 0.4022 3.2783 4.9627
C -0.1486 3.4595 3.6844
C 0.0834 2.4802 2.7544
O -0.2958 2.4091 1.4466
B 0.2380 1.1814 0.9165
O 0.9155 0.5452 1.9797
C 0.8204 1.3506 3.0721
C 1.3633 1.1640 4.3175
H 1.8677 2.8873 8.6202
H 0.3310 3.1457 7.7832
H 1.7723 4.0583 7.3014
H 3.7985 1.7993 7.5006
H 3.6716 2.9189 6.1291
H 3.6532 1.1772 5.8486
H 1.7720 0.5113 8.2833
H 1.6584 -0.2122 6.6750
H 0.2539 0.6011 7.3682
H 0.2310 4.0521 5.6991
H -0.7304 4.3398 3.4418
H 1.9442 0.2717 4.5187